16
Properties=species:S:1:pos:R:3:forces:R:3 method="wB97M-V/def2-TZVPD" e_lumo_ev=3.1 orbital_gap_ev=6.7802 total_charge=-1 max_force_ev_per_a=3.73 energy_ev=-32741.605
Cl 0.203 3.753 -2.735 0.093 1.934 -1.316
O 1.226 -0.828 -1.322 0.484 -0.537 0.849
S 0.001 -0.092 -1.225 1.614 3.356 -0.282
O -0.891 -0.217 -2.293 -1.892 -0.712 -1.833
O -0.840 -0.441 0.037 -0.487 -1.291 1.435
C -0.104 -0.661 1.269 0.877 1.327 -1.177
C -0.264 -2.068 1.719 -1.137 0.418 0.352
C 0.252 1.716 -1.012 -0.427 -2.163 -1.409
H -0.469 0.127 1.930 -0.089 -0.403 0.385
H 0.950 -0.425 1.044 -0.264 -0.153 0.302
H 0.157 -2.128 2.707 0.263 -0.344 0.526
H 0.221 -2.762 1.048 -0.049 -0.146 -0.158
H -1.353 -2.232 1.799 0.460 -0.449 -0.073
H 1.290 1.981 -1.094 0.394 -0.156 -0.943
H 0.040 2.070 -0.059 -1.094 0.201 2.010
H -0.418 2.206 -1.812 1.257 -0.880 1.331

74
Properties=species:S:1:pos:R:3:forces:R:3 method="wB97M-V/def2-TZVPD" e_lumo_ev="2.4 / 1.1" s2=8.765 orbital_gap_ev="1.8379 / 6.8806" total_charge=-1 max_force_ev_per_a=5.44 spin_multiplicity=6 energy_ev=-43771.550
C 0.311 -0.301 -7.282 -0.074 -0.705 -0.739
C 0.052 -1.057 -5.965 0.405 0.294 -0.042
C -0.140 1.163 -7.051 0.097 -0.264 -0.015
C -1.000 1.124 -5.763 -0.159 -0.066 0.706
H -0.736 1.455 -7.923 0.086 0.103 0.268
H 0.733 1.821 -7.004 -0.251 -0.070 0.116
C -1.186 -0.362 -5.401 0.327 -0.443 -0.474
H 0.923 -0.886 -5.317 -0.193 -0.145 -0.064
H -0.076 -2.132 -6.143 0.043 0.305 0.242
C -1.370 -0.460 -3.912 -0.435 0.705 0.062
H -2.071 -0.777 -5.898 -0.069 0.079 -0.023
H -1.988 1.561 -5.964 0.224 0.011 0.083
C -0.436 1.783 -4.472 -0.363 -1.253 0.794
C 1.745 -0.445 -7.756 1.598 -0.001 1.614
C -0.440 -0.925 -8.460 -1.594 0.618 -0.971
O -0.951 -0.306 -9.380 0.581 -0.541 1.186
O 2.718 -0.460 -7.006 -1.379 0.155 -1.241
O 1.842 -0.596 -9.086 0.417 0.189 0.471
O -0.459 -2.266 -8.410 0.160 0.366 -0.100
C -1.010 -2.854 -9.591 -0.053 -0.151 -0.036
H -0.880 -3.925 -9.457 -0.073 0.028 -0.075
H -0.461 -2.494 -10.467 -0.139 -0.107 0.098
H -2.068 -2.591 -9.688 0.208 -0.078 -0.010
C 3.179 -0.791 -9.545 0.290 -0.075 -0.181
H 3.830 0.025 -9.209 -0.177 -0.205 -0.093
H 3.104 -0.810 -10.630 0.086 -0.004 0.072
H 3.572 -1.742 -9.168 -0.072 0.238 -0.076
O -0.584 0.544 -3.263 0.598 1.820 -3.406
H -1.119 -1.448 -3.497 -0.033 0.255 -0.201
H -2.424 -0.218 -3.697 0.070 -0.342 -0.169
C -1.327 2.891 -3.964 0.091 -0.095 0.275
C 1.020 2.179 -4.534 0.036 -0.039 0.325
H 1.180 2.970 -5.286 -0.194 -0.307 0.187
H 1.664 1.325 -4.772 -0.055 0.208 0.042
H 1.308 2.607 -3.569 0.074 -0.003 -0.280
H -0.956 3.243 -2.995 -0.158 0.009 -0.103
H -2.350 2.516 -3.849 0.122 0.176 -0.019
H -1.335 3.743 -4.666 0.005 -0.336 0.126
Ir -0.342 -0.035 -0.854 -1.240 2.302 -4.768
C -1.879 0.609 0.570 -1.037 -0.196 1.057
C -2.410 0.569 -0.768 -1.041 -0.972 0.567
C -2.376 -0.810 -1.202 -1.310 -0.298 1.077
H -2.789 1.416 -1.337 0.166 -0.283 0.064
C -1.804 -1.600 -0.158 -1.153 -0.441 0.534
C -1.496 -0.728 0.934 -1.338 -0.334 1.042
H -1.059 -1.022 1.880 -0.112 0.063 -0.323
H -1.783 1.490 1.202 -0.012 -0.275 -0.235
H -2.775 -1.208 -2.126 0.183 0.156 0.327
H -1.626 -2.674 -0.194 -0.114 0.386 0.001
C 1.311 1.139 -0.017 1.303 1.460 1.567
C 1.846 -0.017 0.818 -0.084 -0.132 -0.004
C 1.461 -1.120 -0.162 1.551 -1.557 1.253
H 2.944 0.048 0.931 0.197 -0.005 0.135
C 1.601 -0.625 -1.500 1.379 1.248 -0.215
C 1.523 0.833 -1.397 1.911 -1.449 -0.138
H 1.624 1.542 -2.204 -0.248 -0.318 0.131
H 1.145 2.138 0.388 0.359 -0.221 -0.159
H 1.440 -2.172 0.121 0.224 0.263 -0.189
H 1.718 -1.196 -2.415 -0.045 0.120 0.218
C -1.112 0.763 4.599 -0.118 0.118 -0.151
C 0.212 -0.008 4.666 0.046 -0.066 -0.294
C 1.177 0.744 5.585 0.250 0.118 -0.022
C -0.044 -1.397 5.253 -0.018 -0.264 -0.012
C 0.799 -0.115 3.298 0.459 0.210 -0.712
C 1.261 -0.107 2.172 -0.274 0.071 1.047
H -1.545 0.859 5.602 0.066 -0.036 -0.100
H -1.833 0.246 3.958 0.076 0.094 0.052
H -0.947 1.769 4.197 -0.056 -0.154 0.031
H 0.749 0.847 6.589 0.009 -0.039 -0.115
H 2.125 0.202 5.664 -0.081 0.116 0.000
H 1.378 1.744 5.190 0.021 -0.126 0.065
H -0.737 -1.969 4.626 0.110 0.076 0.074
H 0.892 -1.959 5.333 -0.131 0.039 -0.023
H -0.482 -1.306 6.255 0.056 -0.004 -0.129

8
Properties=species:S:1:pos:R:3:forces:R:3 method="wB97M-V/def2-TZVPD" e_lumo_ev="-5.6 / -4.8" s2=16.097 orbital_gap_ev="7.1958 / 6.8333" total_charge=+1 max_force_ev_per_a=2.02 spin_multiplicity=8 energy_ev=-28062.176
H -0.160 -2.089 0.355 -0.109 0.190 0.281
O -0.442 -0.434 1.603 0.501 -1.626 -1.084
O -0.957 2.233 -0.037 0.257 -1.540 0.353
C -0.375 -1.015 0.495 -0.285 1.361 1.471
C -0.581 -0.166 -0.642 0.211 0.290 0.192
C -0.788 1.102 -0.187 -0.318 1.084 -1.549
H -0.604 -0.425 -1.698 -0.119 0.254 0.275
Gd 3.907 0.794 0.111 -0.139 -0.012 0.060

81
Properties=species:S:1:pos:R:3:forces:R:3 method="wB97M-V/def2-TZVPD" e_lumo_ev="-7.4 / -11.7" s2=6.036 orbital_gap_ev="6.1281 / 5.2127" total_charge=+3 max_force_ev_per_a=3.00 spin_multiplicity=5 energy_ev=-71298.313
Rh 0.322 0.097 -0.273 -0.835 0.825 2.700
P 0.485 -1.991 -1.070 -0.277 -0.661 0.112
P 2.573 0.182 0.557 1.176 -0.141 0.465
P -2.126 0.429 -0.739 -0.518 -0.009 -0.490
H 1.619 2.667 -0.834 -0.422 0.042 0.133
C 0.577 2.658 -0.507 -0.675 0.920 1.139
C 0.231 2.621 0.815 0.448 0.901 -1.302
H 1.005 2.739 1.561 -0.043 -0.523 0.025
C 1.431 -1.996 -2.623 0.032 -0.398 0.040
C 1.410 -3.191 -0.057 -0.039 -0.422 -0.412
C -1.053 -2.921 -1.419 0.448 -0.272 -0.280
C 3.285 1.746 1.185 0.399 0.236 0.112
C 3.176 -0.916 1.925 0.130 -0.085 -0.078
C 3.774 -0.246 -0.759 0.316 0.125 0.044
C -2.825 1.995 -0.081 -0.373 -0.060 -0.025
C -3.336 -0.855 -0.141 0.068 0.172 0.030
C -2.670 0.531 -2.488 0.155 0.260 0.002
H -0.155 2.987 -1.252 0.249 -0.594 0.292
H -0.794 2.789 1.144 0.287 -0.009 -0.185
H 0.798 -1.611 -3.431 0.154 -0.298 0.048
H 1.753 -3.028 -2.805 -0.089 0.212 -0.403
H 2.324 -1.369 -2.520 -0.297 -0.163 -0.087
H 1.281 -4.165 -0.546 0.098 0.000 0.267
H 1.023 -3.250 0.968 0.207 -0.037 -0.379
H 2.482 -2.968 -0.065 -0.260 0.004 0.126
H -0.757 -3.859 -1.907 -0.284 0.054 0.100
H -1.717 -2.371 -2.098 0.155 -0.116 0.266
H -1.572 -3.153 -0.478 0.155 0.067 -0.373
H 4.387 1.661 1.217 -0.467 0.063 0.041
H 2.930 1.951 2.207 0.164 -0.027 -0.384
H 3.023 2.593 0.541 0.191 -0.144 0.237
H 4.274 -0.867 1.975 -0.296 0.011 -0.060
H 2.894 -1.961 1.769 0.102 0.196 0.025
H 2.801 -0.592 2.903 0.089 -0.053 -0.268
H 4.782 0.076 -0.446 -0.325 -0.211 -0.177
H 3.508 0.290 -1.680 0.147 -0.159 0.175
H 3.792 -1.330 -0.949 0.005 0.402 0.035
H -3.877 2.086 -0.398 0.342 0.061 0.172
H -2.255 2.850 -0.472 -0.255 -0.222 0.145
H -2.788 2.004 1.020 -0.064 0.146 -0.537
H -3.822 -1.337 -0.998 0.120 0.128 0.229
H -4.111 -0.368 0.462 0.070 -0.151 -0.128
H -2.852 -1.636 0.454 -0.108 0.167 -0.140
H -3.660 0.991 -2.552 0.046 -0.136 -0.037
H -2.711 -0.467 -2.934 0.055 0.146 0.011
H -1.958 1.149 -3.043 -0.398 -0.211 0.104
C 0.248 1.383 -4.204 0.883 -0.229 2.382
C 0.944 0.629 -5.168 -0.017 -0.321 -1.693
C 0.706 0.901 -6.530 1.318 -1.297 1.527
C -0.168 1.920 -6.920 -0.573 0.215 -1.272
C -0.851 2.668 -5.970 -0.634 0.881 1.656
C -0.604 2.429 -4.629 -0.965 1.070 -0.480
O 0.391 1.323 -2.833 -0.378 -0.693 -2.201
H 0.454 0.455 -2.194 0.010 1.028 -1.975
H 1.664 -0.121 -4.861 -0.091 0.044 -0.130
H 1.237 0.326 -7.301 -0.233 0.288 0.480
H -0.345 2.123 -7.992 0.231 -0.177 0.665
H -1.573 3.458 -6.235 0.566 -0.520 -0.024
H -1.086 3.007 -3.836 0.115 -0.072 -0.446
C 0.342 -0.963 5.109 0.826 0.053 1.129
N -0.005 0.447 4.828 -0.666 -0.806 -0.663
C -1.453 0.649 5.042 0.000 -0.346 0.225
N -2.276 -0.296 4.249 1.655 -0.071 -0.218
C -1.878 -1.684 4.540 -1.016 -0.818 0.713
N -0.434 -1.912 4.296 -0.844 2.521 -1.391
C -0.089 -1.884 2.885 -0.028 -0.890 0.775
P -0.417 -0.189 2.113 -0.152 0.458 0.024
C 0.390 0.851 3.478 0.135 -0.454 -0.037
C -2.184 -0.006 2.823 -0.012 -0.516 -0.135
H 0.114 -1.184 6.168 0.224 0.161 -0.461
H 1.410 -1.109 4.906 -0.268 -0.031 0.169
H -1.707 1.669 4.730 -0.007 -0.242 0.281
H -1.682 0.496 6.110 0.093 0.135 -0.424
H -2.459 -2.352 3.891 0.154 0.062 0.312
H -2.067 -1.906 5.604 -0.036 0.095 -0.483
H 0.968 -2.141 2.775 -0.063 0.255 -0.011
H -0.682 -2.634 2.346 -0.031 0.208 0.083
H 0.085 1.890 3.320 0.072 -0.163 0.053
H 1.480 0.789 3.380 -0.310 0.137 0.069
H -2.851 -0.697 2.297 0.133 0.285 0.072
H -2.524 1.021 2.640 0.124 -0.288 0.099

19
Properties=species:S:1:pos:R:3:forces:R:3 method="wB97M-V/def2-TZVPD" e_lumo_ev=-5.2 orbital_gap_ev=8.3262 total_charge=+1 max_force_ev_per_a=0.59 energy_ev=-8909.369
O -1.447 -1.151 -1.205 0.187 -0.023 0.228
C -1.109 -0.075 -1.614 -0.301 0.236 -0.446
C -0.337 0.186 -2.874 0.180 -0.131 0.169
H -1.418 0.845 -1.065 0.012 0.033 0.100
H 0.638 -0.299 -2.806 0.046 -0.094 -0.001
H -0.179 1.251 -3.014 -0.086 0.052 -0.152
H -0.847 -0.256 -3.731 -0.055 0.066 0.034
C 0.951 -1.487 0.973 0.362 -0.210 -0.114
C 1.145 -0.250 1.812 -0.110 0.209 0.151
C 0.394 2.055 1.501 0.111 -0.215 -0.070
N 0.161 0.809 1.448 0.170 0.111 -0.040
H -0.055 -1.896 1.043 -0.083 0.076 -0.006
H 1.198 -1.302 -0.069 -0.127 0.048 -0.106
H 1.641 -2.257 1.313 -0.007 0.021 0.122
H 0.993 -0.439 2.874 -0.111 -0.096 0.013
H 2.127 0.208 1.707 0.049 -0.095 -0.097
H -0.392 2.767 1.289 -0.030 0.040 -0.115
H 1.399 2.383 1.750 -0.136 0.068 0.132
H -0.753 0.492 1.125 -0.070 -0.094 0.199

88
Properties=species:S:1:pos:R:3:forces:R:3 method="wB97M-V/def2-TZVPD" e_lumo_ev=1.8 orbital_gap_ev=5.9322 total_charge=-1 max_force_ev_per_a=1.22 energy_ev=-177424.515
Pd -0.687 0.487 1.241 -0.860 -0.482 0.432
N 1.975 0.647 0.522 -0.684 0.757 -0.306
C 2.883 1.821 0.439 0.099 -0.092 0.069
C 3.956 1.655 -0.624 0.060 -0.152 -0.099
C 4.876 0.440 -0.538 -0.139 -0.096 0.002
C 5.875 0.452 0.611 0.079 -0.022 0.108
N 5.321 0.081 1.918 -0.012 0.017 0.012
C 4.681 -1.145 2.024 0.163 -0.036 -0.116
N 5.438 -2.213 1.583 -0.119 0.125 -0.071
N 3.484 -1.196 2.467 -0.129 0.073 0.062
C 2.067 3.128 0.198 -0.298 0.183 -0.125
O 2.748 4.071 -0.237 -0.278 -0.075 0.208
O 0.857 3.045 0.506 0.222 0.101 -0.092
H 1.813 0.209 -0.379 0.077 -0.122 -0.142
H 0.927 0.985 0.832 1.215 0.044 0.062
H 3.306 1.962 1.437 0.035 -0.138 -0.013
H 4.547 2.571 -0.622 -0.079 0.016 -0.010
H 3.451 1.631 -1.596 -0.023 0.055 0.020
H 5.451 0.392 -1.466 -0.017 -0.035 -0.051
H 4.294 -0.491 -0.487 0.090 0.036 -0.059
H 6.313 1.445 0.723 0.028 0.009 -0.014
H 6.692 -0.230 0.377 0.090 0.002 0.038
H 4.706 0.788 2.296 0.026 0.008 -0.021
H 6.438 -2.105 1.590 0.015 -0.013 0.086
H 5.095 -3.132 1.793 -0.024 -0.063 0.020
H 2.266 -0.061 1.184 0.219 -0.449 0.395
H 3.153 -2.147 2.579 -0.089 -0.143 0.067
Se -4.420 -2.284 -0.078 -0.055 0.157 0.043
C -3.277 -0.888 -0.023 0.147 0.628 -0.367
N -2.508 -0.010 -0.042 -0.103 -0.359 0.175
C 1.234 -3.053 5.397 0.031 0.041 -0.013
C 0.445 -2.288 4.337 0.044 -0.016 0.088
C 0.415 -0.791 4.613 -0.008 -0.002 -0.143
S -0.813 -0.011 3.521 -0.471 0.181 -0.368
O -2.070 -0.778 3.817 0.409 0.324 -0.004
C -0.940 1.599 4.402 -0.021 0.024 -0.067
C -0.925 2.803 3.457 -0.061 -0.223 -0.034
C -2.146 2.891 2.545 -0.039 -0.115 0.065
H 1.261 -4.122 5.170 -0.001 0.039 0.010
H 0.777 -2.931 6.382 0.027 -0.009 -0.020
H 2.266 -2.695 5.463 -0.030 -0.013 -0.010
H -0.586 -2.645 4.309 0.011 0.002 0.010
H 0.868 -2.470 3.348 0.009 0.034 -0.099
H 1.377 -0.311 4.411 -0.009 -0.031 0.072
H 0.090 -0.587 5.639 0.040 -0.027 -0.051
H -0.123 1.655 5.126 -0.045 -0.017 -0.039
H -1.890 1.501 4.935 0.042 0.010 0.052
H -0.038 2.741 2.825 0.111 0.072 -0.047
H -0.825 3.715 4.051 -0.028 -0.020 0.098
H -2.188 2.011 1.881 -0.153 0.338 0.163
H -2.080 3.777 1.914 -0.016 -0.028 0.000
H -3.078 2.922 3.120 0.049 0.037 -0.020
Cl -5.903 -4.394 -4.390 0.037 -0.016 0.040
C -4.820 -4.830 -3.099 0.015 -0.021 0.050
C -3.458 -4.870 -3.328 0.024 0.069 -0.045
C -2.621 -5.227 -2.284 -0.022 -0.035 -0.036
C -3.106 -5.547 -1.021 -0.025 -0.003 -0.063
C -2.103 -5.924 0.042 -0.115 0.079 -0.011
C -1.927 -4.854 1.130 -0.040 -0.044 -0.013
N -0.785 -3.996 0.850 -0.056 -0.125 0.202
C 0.517 -4.372 0.608 0.060 0.167 0.031
C 1.204 -3.197 0.475 0.046 0.045 -0.112
N 0.362 -2.113 0.627 0.429 -0.562 0.033
C -0.814 -2.645 0.874 -0.218 0.199 -0.146
O -2.417 -7.185 0.637 0.086 -0.003 0.123
C -1.485 -8.187 0.271 -0.232 0.014 -0.181
C -1.524 -8.428 -1.212 -0.092 -0.150 0.047
C -0.472 -8.339 -2.065 -0.022 0.022 -0.035
Cl 1.159 -7.958 -1.665 -0.004 -0.007 0.003
S -0.913 -8.602 -3.703 0.056 0.024 -0.104
C -2.552 -8.837 -3.259 -0.063 -0.033 -0.064
C -2.734 -8.718 -1.922 -0.009 -0.007 0.117
C -4.483 -5.464 -0.821 0.025 0.017 -0.061
Cl -5.199 -5.716 0.745 0.175 -0.143 -0.078
C -5.341 -5.112 -1.850 -0.115 -0.100 0.008
H -3.060 -4.615 -4.301 -0.011 -0.017 0.027
H -1.549 -5.257 -2.452 -0.053 -0.018 0.000
H -1.153 -6.028 -0.481 0.134 0.071 0.017
H -1.808 -5.356 2.088 0.115 -0.047 0.086
H -2.801 -4.206 1.183 -0.019 0.053 0.038
H 0.831 -5.404 0.545 -0.052 0.121 0.009
H 2.257 -3.074 0.257 -0.078 0.013 -0.003
H -1.732 -2.102 1.057 0.225 -0.132 0.050
H -1.780 -9.085 0.812 -0.038 -0.047 0.039
H -0.471 -7.922 0.583 0.057 0.047 0.037
H -3.291 -9.035 -4.022 0.065 0.025 0.103
H -3.697 -8.793 -1.429 0.099 0.008 -0.054
H -6.404 -5.034 -1.665 0.070 0.005 -0.007